(1)
Entry from the OMol25 dataset: the molecule C3H5N3O (ωB97M-V/def2-TZVPD).

Last column: Mulliken charge in e.
CARTESIAN COORDINATES (ANGSTROEM)
N1 0.20 1.66 -0.24  -0.7997
C1 0.63 0.31 -0.03  0.6473
C2 1.73 -0.43 -0.31  -0.4403
O1 1.46 -1.73 -0.08  -0.1558
N2 0.13 -1.88 0.31  -0.5271
C3 -0.33 -0.66 0.34  0.2538
N3 -1.63 -0.21 0.53  -0.4850
H1 -0.68 1.58 -0.82  0.2871
H2 -0.17 1.99 0.65  0.3406
H3 2.74 -0.22 -0.64  0.4464
H4 -1.77 0.54 -0.17  0.1567
H5 -2.31 -0.95 0.45  0.2760

Its total energy is -356.75599 Eh. The LUMO energy comes out at 0.639 eV. The value obtained for the HOMO-LUMO gap is 10.142 eV. Its spin multiplicity is 1. The HOMO energy comes out at -9.5028 eV. The calculation puts the energy above the lowest of the compared OMol25 structures with the same formula, charge and spin at 63.62 kcal/mol.



(2)
Entry from the OMol25 dataset: a 40-piece molecular cluster, H80O40 overall (ωB97M-V/def2-TZVPD).

Last column: Mulliken charge in e.
CARTESIAN COORDINATES (ANGSTROEM)
H1 3.92 -3.54 3.10  0.2568
H2 3.49 -3.01 4.24  0.2836
O1 3.31 -3.69 3.65  -0.5572
H3 -1.36 2.21 -2.59  0.0551
H4 -2.19 1.44 -3.66  0.3099
O2 -1.67 2.24 -3.41  -0.4854
H5 1.21 -0.71 -1.74  -0.1239
H6 2.53 -0.41 -1.29  0.2982
O3 1.97 -1.09 -1.71  0.1525
H7 1.40 5.46 1.14  0.2990
H8 0.36 4.36 0.66  0.3315
O4 1.09 4.50 1.37  -0.6720
H9 4.73 1.59 3.90  0.3213
H10 3.38 2.19 4.47  0.2726
O5 4.02 1.55 4.65  -0.5694
H11 1.17 -2.70 3.21  0.2150
O6 0.97 -2.10 2.59  -0.5733
H12 -2.36 5.03 -1.94  0.3953
O7 -3.12 5.10 -1.39  -0.7661
H13 -2.27 -2.76 -1.54  0.1806
H14 -3.73 -3.15 -1.97  0.2907
O8 -2.84 -2.95 -2.39  -0.5772
H15 -6.67 -0.29 2.16  0.2520
H16 -6.32 -0.07 0.82  0.2816
O9 -6.03 0.19 1.70  -0.5212
H17 -2.79 1.76 1.31  0.0595
H18 -1.36 2.08 1.55  -0.2856
O10 -2.17 2.49 1.10  -0.2059
H19 6.25 -1.16 -0.03  0.4103
H20 6.11 -0.07 -0.80  0.3173
O11 6.31 -0.36 0.13  -0.5937
H21 -1.34 -5.53 -0.98  0.3554
O12 -2.05 -5.46 -0.26  -0.6139
H22 -3.58 1.93 -1.48  0.1837
H23 -2.67 2.57 -0.46  0.6183
O13 -2.93 2.62 -1.37  -0.3120
H24 -0.77 -3.29 0.13  0.0708
H25 0.08 -2.47 0.93  0.1416
O14 -0.24 -2.51 0.09  -0.1649
H26 5.39 -3.23 0.61  0.2184
H27 5.92 -3.23 -0.93  0.2678
O15 5.50 -2.77 -0.14  -0.5913
H28 4.26 -0.71 -1.03  0.2219
H29 4.07 0.14 0.41  0.4289
O16 4.07 0.25 -0.65  -0.8771
H30 -5.31 2.79 0.78  0.2357
H31 -4.08 3.38 1.41  0.1709
O17 -4.46 3.08 0.61  -0.4652
H32 1.69 3.62 0.05  0.2463
H33 2.18 2.34 -0.76  0.1811
O18 1.38 2.75 -0.41  -0.3303
H34 2.69 -0.15 2.48  0.2655
O19 2.41 0.21 1.54  0.3969
H35 -1.23 6.09 1.11  0.2716
H36 -2.08 6.36 -0.18  0.4204
O20 -1.56 6.69 0.49  -0.6310
H37 -3.31 0.26 -0.19  0.0589
O21 -4.12 0.12 -0.47  -0.3437
H38 -4.54 0.49 2.92  0.2481
H39 -2.92 0.39 2.84  0.1280
O22 -3.74 -0.02 2.72  -0.5532
H40 2.61 -0.53 5.24  0.2360
H41 1.92 0.42 5.96  0.3311
O23 1.90 -0.54 5.86  -0.6058
H42 3.02 -2.65 -0.19  0.7078
H43 1.51 -2.72 -0.43  -0.0512
O24 2.26 -3.06 0.26  -1.1652
H44 2.53 3.56 -3.85  0.3324
H45 2.48 4.77 -2.99  0.3038
O25 2.74 4.53 -3.87  -0.6632
H46 4.42 -0.53 2.48  0.0423
H47 5.18 -1.37 3.46  0.2945
O26 4.26 -1.05 3.31  -0.6524
H48 -0.73 2.04 -5.50  0.3189
H49 -1.67 0.87 -5.51  0.2832
O27 -0.74 1.07 -5.67  -0.6089
H50 -2.89 3.73 4.30  0.3750
H51 -2.96 3.21 2.96  0.2862
O28 -3.61 3.58 3.54  -0.6365
H52 -0.26 -0.46 0.55  -0.2069
H53 -1.53 -0.77 1.16  0.2227
O29 -1.06 0.04 0.87  0.1886
H54 -3.67 -4.36 1.50  0.2832
H55 -3.85 -2.71 1.17  0.2864
O30 -3.43 -3.40 1.71  -0.5998
H56 -1.16 -4.58 -3.21  0.3140
H57 -1.92 -5.79 -3.29  0.2877
O31 -1.16 -5.48 -2.86  -0.6145
H58 0.81 1.42 -2.15  0.1047
O32 1.39 1.16 -2.84  -0.4264
H59 -0.86 3.78 -2.27  0.2192
H60 -0.20 4.68 -3.22  0.3366
O33 -0.29 4.64 -2.27  -0.6080
H61 1.58 0.48 1.94  -0.2980
H62 1.74 -2.35 1.77  0.5299
H63 -4.50 -0.19 0.45  0.2520
H64 -3.35 4.22 -0.92  0.4418
H65 -2.87 -4.95 -0.53  0.2593
H66 0.76 0.69 -3.45  0.2595
O34 -0.90 -2.96 -4.82  -0.6299
H67 -0.07 -3.00 -5.52  0.3243
H68 -0.84 -2.04 -4.33  0.2834
O35 -1.50 1.09 3.93  -0.7102
H69 -1.47 0.20 3.56  0.3670
H70 -0.81 1.65 3.48  0.4336
O36 0.68 2.29 2.92  -0.3052
H71 0.94 3.07 3.45  0.1769
H72 1.31 1.71 3.39  0.1312
O37 3.05 -1.73 -4.12  -0.6649
H73 2.81 -1.48 -3.22  0.2917
H74 2.24 -1.29 -4.54  0.3147
O38 4.41 -4.30 -2.36  -0.5833
H75 4.33 -3.90 -3.26  0.2998
H76 3.75 -5.06 -2.28  0.2922
O39 -5.92 -2.00 -0.97  -0.6064
H77 -6.07 -1.23 -1.41  0.3014
H78 -5.71 -1.76 -0.03  0.2789
O40 1.65 -4.04 -1.74  -0.5315
H79 1.73 -3.07 -1.88  0.4864
H80 1.92 -4.41 -0.79  0.3908

Its total energy is -3057.15617 Eh. The LUMO energy comes out at -0.848 eV. The value obtained for the HOMO-LUMO gap is 9.266 eV. Its spin multiplicity is 1. The HOMO energy comes out at -10.1136 eV. The calculation puts the energy above the lowest of the compared OMol25 structures with the same formula, charge and spin at 377.24 kcal/mol.



(3)
Entry from the OMol25 dataset: a 2-piece molecular cluster, C2H2ClO3P overall (ωB97M-V/def2-TZVPD).

Last column: Mulliken charge in e.
CARTESIAN COORDINATES (ANGSTROEM)
C1 -0.30 0.10 -0.15  -0.3528
C2 -1.45 0.05 -0.71  -0.0173
O1 -1.10 -2.44 -1.02  -0.7344
O2 -0.94 -0.83 -3.18  -0.7274
O3 -3.12 -1.56 -2.33  -0.7997
P1 -1.68 -1.33 -1.96  0.7814
Cl1 -2.74 1.82 0.75  -0.6957
H1 0.01 0.81 0.75  0.2361
H2 0.32 -0.80 -0.40  0.3097

The total charge is -2. Its total energy is -1104.64615 Eh. The LUMO energy (alpha / beta) comes out at 5.972 / 5.972 eV. The value obtained for the HOMO-LUMO gap (alpha / beta) is 6.154 / 6.155 eV. Its spin multiplicity is 1. The HOMO energy (alpha / beta) comes out at -0.1824 / -0.1825 eV. The calculation puts the energy above the lowest of the compared OMol25 structures with the same formula, charge and spin at 61.85 kcal/mol.



(4)
Entry from the OMol25 dataset: the molecule CH2N2OS (ωB97M-V/def2-TZVPD).

Last column: Mulliken charge in e.
CARTESIAN COORDINATES (ANGSTROEM)
C1 0.84 0.29 0.06  -0.2959
N1 -0.14 -0.96 0.02  -0.1888
N2 -1.29 -0.98 0.07  0.4938
O1 -2.23 -0.21 0.06  -0.3799
S1 -0.20 1.70 0.05  -0.1715
H1 1.77 0.06 0.73  0.2957
H2 1.26 0.11 -0.99  0.2466

Its total energy is -622.05955 Eh. The LUMO energy (alpha / beta) comes out at -2.241 / -2.235 eV. The value obtained for the HOMO-LUMO gap (alpha / beta) is 6.781 / 6.790 eV. Its spin multiplicity is 1. The HOMO energy (alpha / beta) comes out at -9.0223 / -9.0251 eV. The calculation puts the energy above the lowest of the compared OMol25 structures with the same formula, charge and spin at 74.11 kcal/mol.



(5)
Entry from the OMol25 dataset: C43H38N3P2S2SbW as an isolated structure (ωB97M-V/def2-TZVPD).

Last column: Mulliken charge in e.
CARTESIAN COORDINATES (ANGSTROEM)
W1 -0.18 0.82 1.52  -1.9202
C1 -2.90 1.71 -0.56  -0.9151
C2 -2.65 2.63 0.58  1.0625
C3 -3.45 3.77 0.68  -1.0605
C4 -3.30 4.64 1.74  -0.7004
C5 -2.36 4.33 2.71  -0.7034
C6 -1.59 3.19 2.59  0.0654
N1 -1.72 2.35 1.52  0.9655
Sb1 -0.36 2.78 4.31  1.1597
C7 1.51 2.38 3.29  0.3177
C8 2.55 3.19 3.71  -0.7045
C9 3.86 2.86 3.37  -0.7410
C10 4.08 1.70 2.66  -0.9863
C11 3.00 0.93 2.20  0.8877
C12 3.27 -0.28 1.39  -0.7354
N2 1.74 1.31 2.49  0.4653
C13 -0.80 0.67 4.36  0.2268
C14 -1.42 0.22 5.51  -0.7176
C15 -1.41 -1.14 5.81  -0.7569
C16 -0.72 -1.99 4.97  -0.9333
C17 -0.14 -1.51 3.80  0.6357
C18 0.61 -2.42 2.90  -0.4911
N3 -0.23 -0.20 3.48  0.4507
H1 -3.27 2.27 -1.42  0.6382
H2 -3.68 1.01 -0.26  0.5449
H3 -2.02 1.15 -0.87  -0.5108
H4 -4.18 3.95 -0.09  0.5713
H5 -3.91 5.53 1.81  0.4973
H6 -2.24 4.98 3.57  0.5119
H7 2.36 4.05 4.34  0.5300
H8 4.69 3.47 3.69  0.4933
H9 5.08 1.37 2.43  0.5858
H10 4.11 -0.83 1.84  0.7613
H11 3.57 -0.01 0.38  0.1524
H12 2.41 -0.95 1.33  -0.2861
H13 -1.88 0.92 6.19  0.5178
H14 -1.90 -1.52 6.70  0.5072
H15 -0.62 -3.05 5.20  0.5865
H16 0.14 -3.40 2.84  0.4966
H17 1.62 -2.56 3.30  0.4418
H18 0.70 -2.01 1.90  -0.8729
S1 -1.95 -0.83 1.45  -0.3523
P1 -1.09 -1.48 -0.31  1.1603
C19 0.11 -0.15 -0.18  0.1652
P2 0.86 0.98 -1.37  0.7201
S2 0.89 2.46 0.04  -0.4188
C20 2.49 0.46 -1.88  1.0054
C21 2.73 -0.85 -2.30  0.3432
C22 3.97 -1.19 -2.81  -1.2065
C23 4.96 -0.23 -2.90  -0.7052
C24 4.72 1.08 -2.51  -0.8499
C25 3.48 1.43 -1.99  -0.7887
C26 -0.03 1.51 -2.82  1.5490
C27 0.17 0.81 -4.02  -0.6360
C28 -0.40 1.27 -5.19  -0.7557
C29 -1.14 2.44 -5.19  -0.7023
C30 -1.32 3.16 -4.01  -0.8944
C31 -0.77 2.69 -2.83  -0.4802
C32 -0.35 -3.10 -0.21  1.6222
C33 1.03 -3.31 -0.21  0.4910
C34 1.53 -4.60 -0.20  -1.2158
C35 0.65 -5.68 -0.17  -0.7753
C36 -0.73 -5.47 -0.16  -0.8207
C37 -1.23 -4.18 -0.19  -1.4804
C38 -2.24 -1.51 -1.67  1.6829
C39 -1.73 -1.84 -2.93  -0.7106
C40 -2.60 -2.07 -3.98  -0.7083
C41 -3.97 -2.00 -3.77  -0.7866
C42 -4.48 -1.72 -2.51  -0.9234
C43 -3.61 -1.47 -1.46  -0.3436
H19 1.95 -1.61 -2.25  0.4524
H20 4.16 -2.20 -3.14  0.5262
H21 5.93 -0.50 -3.30  0.4659
H22 5.50 1.83 -2.60  0.4968
H23 3.30 2.46 -1.70  0.5332
H24 0.80 -0.07 -4.05  0.4076
H25 -0.23 0.74 -6.12  0.5243
H26 -1.56 2.82 -6.11  0.4873
H27 -1.87 4.09 -4.02  0.4969
H28 -0.88 3.28 -1.93  0.4615
H29 1.72 -2.47 -0.21  0.3728
H30 2.59 -4.77 -0.22  0.5318
H31 1.04 -6.69 -0.17  0.4756
H32 -1.40 -6.32 -0.15  0.4939
H33 -2.30 -4.03 -0.22  0.5346
H34 -0.66 -1.96 -3.09  0.3310
H35 -2.22 -2.32 -4.96  0.5662
H36 -4.65 -2.20 -4.59  0.4791
H37 -5.55 -1.70 -2.34  0.5169
H38 -4.02 -1.29 -0.47  0.6239

The total charge is +4. Its total energy is -3610.71674 Eh. The LUMO energy comes out at -13.612 eV. The value obtained for the HOMO-LUMO gap is 5.180 eV. Its spin multiplicity is 1. The HOMO energy comes out at -18.7928 eV.



(6)
Entry from the OMol25 dataset: an isolated ion of composition C3H7N2O2 and charge +1 (ωB97M-V/def2-TZVPD).

Last column: Mulliken charge in e.
CARTESIAN COORDINATES (ANGSTROEM)
C1 -1.01 1.27 -0.48  -0.9182
C2 -0.68 -0.98 -0.52  -0.5367
C3 1.20 0.05 0.41  0.1737
N1 0.61 -0.95 -0.03  0.0743
N2 -1.39 0.14 0.06  0.4662
O1 -2.08 -0.01 1.10  -0.5639
O2 2.34 -0.10 1.00  -0.4149
H1 -1.31 2.16 0.14  0.3979
H2 -0.56 1.25 -1.36  0.5343
H3 -0.66 -1.06 -1.68  0.3255
H4 -1.20 -1.79 -0.13  0.3762
H5 0.79 1.05 0.27  0.3916
H6 1.12 -1.78 0.19  0.2700
H7 2.84 0.76 1.04  0.4240

The total charge is +1. Its total energy is -378.09741 Eh. The LUMO energy comes out at -4.499 eV. The value obtained for the HOMO-LUMO gap is 9.046 eV. Its spin multiplicity is 1. The HOMO energy comes out at -13.5451 eV. The calculation puts the energy above the lowest of the compared OMol25 structures with the same formula, charge and spin at 98.15 kcal/mol.



(7)
Entry from the OMol25 dataset: a 2-piece molecular cluster, C3H8NS overall (ωB97M-V/def2-TZVPD).

Last column: Mulliken charge in e.
CARTESIAN COORDINATES (ANGSTROEM)
C1 -2.59 -0.73 1.14  -0.7615
S1 -2.08 -0.28 -0.55  -0.7318
H1 -2.79 -1.81 1.19  0.1775
H2 -3.53 -0.25 1.43  0.2152
H3 -1.86 -0.50 1.93  0.1881
C2 1.16 0.23 0.24  -0.6704
C3 2.28 0.80 -1.69  -0.2272
N1 2.30 0.88 -0.43  -0.5033
H4 0.21 0.77 0.20  0.2237
H5 0.93 -0.70 -0.29  0.2968
H6 1.39 0.02 1.29  0.2821
H7 3.09 1.28 -2.23  0.2488
H8 1.48 0.29 -2.23  0.2618

The total charge is -1. Its total energy is -572.02671 Eh. The LUMO energy comes out at 3.952 eV. The value obtained for the HOMO-LUMO gap is 6.201 eV. Its spin multiplicity is 1. The HOMO energy comes out at -2.2489 eV. The calculation puts the energy above the lowest of the compared OMol25 structures with the same formula, charge and spin at 32.35 kcal/mol.



(8)
Entry from the OMol25 dataset: a 2-piece molecular cluster, C9H17N4 overall (ωB97M-V/def2-TZVPD).

Last column: Mulliken charge in e.
CARTESIAN COORDINATES (ANGSTROEM)
C1 -3.46 0.58 -0.03  -0.1727
C2 -3.08 -0.12 -1.19  -0.5072
C3 -2.78 0.35 1.20  -0.3845
C4 -1.81 -0.78 -1.16  -0.3735
C5 0.57 1.18 -0.49  0.5102
C6 -1.92 -0.84 1.23  -0.5909
C7 2.48 -0.68 1.64  -1.6547
C8 2.73 -1.01 -0.89  -1.2741
C9 1.77 -0.88 0.26  0.3785
N1 -0.53 1.66 -1.07  -0.2599
N2 1.69 1.91 -0.32  -0.4000
N3 0.62 0.00 0.07  -0.0846
N4 -1.25 -1.15 -0.06  -0.2320
H1 -4.17 1.38 -0.08  0.4269
H2 -3.69 -0.01 -2.08  0.3714
H3 -2.88 1.00 2.01  0.5010
H4 -1.48 -0.93 -2.18  0.5719
H5 -1.20 -0.86 2.13  0.2332
H6 -2.52 -1.72 1.43  0.4673
H7 3.17 -1.51 1.78  0.4562
H8 3.19 0.15 1.70  0.4285
H9 1.72 -0.60 2.41  0.3462
H10 2.76 -2.09 -1.16  0.3553
H11 3.81 -0.84 -0.62  0.3156
H12 2.45 -0.52 -1.85  0.3209
H13 1.32 -1.81 0.52  0.3666
H14 -1.06 0.89 -1.47  0.1711
H15 1.79 2.85 -0.73  0.2389
H16 2.15 1.85 0.57  0.2133
H17 -0.40 2.55 -1.57  0.2612

The total charge is +1. Its total energy is -571.78554 Eh. The LUMO energy (alpha / beta) comes out at -5.188 / -4.988 eV. The value obtained for the HOMO-LUMO gap (alpha / beta) is 6.602 / 7.702 eV. Its spin multiplicity is 1. The HOMO energy (alpha / beta) comes out at -11.7902 / -12.6896 eV. The calculation puts the energy above the lowest of the compared OMol25 structures with the same formula, charge and spin at 67.39 kcal/mol.